# 1
Entry from the OMol25 dataset: a 8-piece molecular cluster, C14H44N4O8 overall (ωB97M-V/def2-TZVPD).

Structure (XYZ):
```
70
Properties=species:S:1:pos:R:3:forces:R:3
C 0.6120 -20.6879 4.8684 -0.43 -0.99 -2.55
C -0.6591 -19.8571 4.8861 1.58 0.12 1.01
O -0.3306 -18.5293 4.5042 0.11 0.11 0.07
H 1.1699 -20.4985 3.8788 -0.79 -0.24 1.44
H 0.2177 -21.7667 4.7845 1.21 1.31 0.75
H 1.2683 -20.4187 5.6737 0.34 -0.51 0.51
H -1.0997 -19.9846 5.9003 -0.11 0.61 -0.53
H -1.2743 -20.3061 4.1698 -1.58 -0.47 -1.06
H -1.1506 -17.9616 4.5325 0.22 -0.55 0.03
C -5.6898 -18.1083 4.0953 -0.46 -2.38 1.54
C -5.4008 -18.9503 2.8539 2.03 -0.36 0.86
O -3.9427 -18.8256 2.6116 -1.60 0.27 0.70
H -5.4033 -18.6920 5.0598 -0.47 0.73 -1.61
H -6.7243 -17.8049 4.2379 -0.11 -0.11 -0.26
H -5.0897 -17.2592 4.1260 0.79 1.73 -0.33
H -5.9050 -18.6381 1.9475 -0.40 -0.07 0.04
H -5.5417 -20.0061 3.1391 -0.56 0.31 -0.63
H -3.7389 -19.3740 1.8509 0.34 -0.27 -0.60
C -3.0939 -15.1845 4.9745 0.41 -0.53 2.29
C -3.0771 -16.5941 5.6191 -0.19 1.11 -1.68
O -2.6025 -17.4638 4.5758 -0.72 0.08 0.86
H -3.3300 -14.3860 5.7137 0.16 -0.46 -0.52
H -3.7690 -15.1554 4.1572 -0.63 0.07 -0.78
H -2.0811 -15.0909 4.6308 0.47 0.59 -0.36
H -4.0453 -16.9049 5.9051 -1.23 -0.32 0.32
H -2.4756 -16.6451 6.4952 0.84 -0.03 0.32
H -3.3545 -17.9754 4.2272 0.72 -0.03 -0.38
C -0.2552 -17.2403 0.5460 0.71 0.58 -0.10
C 0.8424 -18.1685 1.1345 -0.47 1.64 -0.13
O 0.2902 -19.3082 1.7509 -0.86 1.15 2.60
H -0.9524 -17.7629 -0.0739 -0.15 -0.62 -0.77
H 0.1726 -16.3705 -0.0525 -0.47 -1.01 0.92
H -0.9175 -16.8875 1.3467 0.44 0.31 0.10
H 1.3939 -17.5284 1.8509 -0.05 -0.52 0.04
H 1.5759 -18.4801 0.4111 0.07 -0.25 -0.55
H -0.0457 -18.9170 2.6556 0.71 -1.25 -1.74
C 0.3475 -14.5250 8.9504 0.69 0.91 1.02
C -0.8308 -15.1587 8.2226 -0.09 -0.11 2.44
O -0.4736 -15.8180 7.0820 0.49 -1.03 -1.12
H 0.8332 -13.7089 8.3788 -0.36 -0.39 0.05
H 1.1987 -15.1954 9.2763 -1.22 0.27 -0.47
H -0.0771 -14.0524 9.8725 0.51 -0.29 -0.54
H -1.5666 -14.3939 7.9717 0.00 0.09 -0.04
H -1.3256 -15.8280 9.0070 0.31 0.43 -1.08
H 0.0919 -16.6300 7.2856 -0.35 0.50 -0.23
C 1.1330 -13.6236 3.9131 -0.72 0.75 1.38
C 1.3736 -15.0989 3.7845 -0.86 -0.12 0.96
O 1.3645 -15.7322 5.0785 0.28 0.34 -1.11
H 1.9450 -13.1239 4.4331 0.33 -0.07 0.07
H 0.2297 -13.3839 4.5456 0.61 -0.45 -0.76
H 1.0223 -13.1250 2.9727 -0.17 0.17 -0.71
H 2.3357 -15.2842 3.3358 0.34 -0.26 -0.13
H 0.5903 -15.5600 3.1856 0.00 -0.10 -0.26
H 0.6538 -15.4064 5.6498 -0.44 0.10 -0.01
C 2.4446 -17.7447 7.4894 -1.68 1.24 -1.42
O 2.9187 -18.3803 8.3824 0.73 -0.69 0.94
N 2.9917 -16.6679 6.8585 0.54 -0.72 0.75
N 1.0786 -17.9783 7.0414 0.84 -0.74 1.93
H 3.9187 -16.3921 7.1102 0.24 -0.16 0.24
H 2.5094 -16.1365 6.1458 -0.20 -0.17 -0.18
H 0.7011 -18.8190 7.4999 0.46 0.54 -0.31
H 0.9466 -18.0329 6.0592 -0.15 0.12 -1.28
C -2.6075 -21.3440 0.0816 -0.21 -0.49 0.40
O -3.2795 -20.3251 0.1821 -0.28 -0.11 -0.10
N -1.4416 -21.5183 0.7509 1.27 -0.44 0.20
N -3.0128 -22.4567 -0.6533 0.42 1.23 0.18
H -1.0425 -20.7652 1.3353 -0.32 -0.32 -0.94
H -0.7697 -22.2115 0.3970 -0.62 0.66 0.44
H -3.9625 -22.4189 -0.9681 -0.11 -0.19 -0.09
H -2.5865 -23.3352 -0.4371 -0.19 -0.24 -0.02
```
Forces are in eV/Å.

## Properties
* F_max: 2.97 eV/A
* LUMO energy: 0.68 eV
* ΔE to the lowest compared entry with this formula, charge and spin: 0.4 kcal/mol
* calculated total energy: -1380.76740 a.u.
* orbital gap: 10.3 eV

Mulliken population analysis, charges in e, atoms 1 to 2: number 1, C, carries -1.16; number 2, C, carries -0.49

# 2
Entry from the OMol25 dataset: a 9-piece molecular cluster, C14H46N8O14 overall (ωB97M-V/def2-TZVPD).

Structure (XYZ):
```
82
Properties=species:S:1:pos:R:3:forces:R:3
C -0.3441 0.3885 5.0814 0.15 -1.38 1.06
C -1.0040 0.9719 6.3531 -0.57 -0.32 -0.46
O -1.0278 0.0258 7.4211 0.54 -0.44 -0.40
O -1.0881 -0.7316 4.5522 0.00 1.15 -0.10
H 0.6283 -0.0364 5.3304 0.39 0.33 0.25
H -0.1738 1.1178 4.2895 -0.48 0.11 0.10
H -2.0437 1.1428 6.0741 -0.12 0.50 -0.11
H -0.5406 1.8800 6.7389 0.19 0.24 -0.53
H -1.4215 0.4539 8.1848 -0.05 -0.05 0.00
H -1.0480 -1.4313 5.2083 -0.08 -0.11 0.13
C 0.0429 -3.3846 -2.4843 0.78 1.24 -2.09
C -0.7140 -2.5756 -3.6317 -0.47 -1.82 1.99
O -1.0905 -1.3404 -3.1141 0.40 2.02 -0.19
O -0.7972 -3.8166 -1.4548 -0.44 -0.60 -0.15
H 0.8321 -2.7771 -2.0415 -0.13 0.81 -0.09
H 0.6621 -4.1444 -2.9612 -0.55 -0.86 -0.07
H -1.6954 -2.9950 -3.8534 0.31 -1.19 -0.26
H -0.1633 -2.5489 -4.5720 0.29 0.57 0.32
H -1.8725 -1.4484 -2.5679 -0.25 0.00 0.30
H -0.2783 -4.4788 -0.9924 -0.14 -0.13 0.36
C 3.1078 1.4684 3.5934 -2.04 -0.43 2.78
C 4.0794 1.5091 2.5190 0.07 0.26 0.46
O 3.9948 2.8345 1.9870 0.61 -0.42 -1.41
O 3.6804 2.0538 4.8059 -0.14 -0.15 -1.06
H 2.6751 0.4901 3.8030 0.68 -0.57 0.17
H 2.2017 1.9997 3.3024 0.02 0.65 -0.12
H 3.8044 0.7153 1.8245 0.13 0.61 -0.73
H 5.0172 1.2135 2.9893 0.54 0.41 -0.47
H 4.2429 3.5012 2.6317 0.18 -0.32 0.36
H 3.1571 1.8264 5.5780 -0.15 -0.09 -0.11
C -3.7235 0.8738 -1.8280 -1.11 -0.32 0.33
C -2.7556 2.0211 -2.0746 -0.61 -0.36 0.05
O -1.9971 1.8412 -3.2545 -0.22 0.01 0.31
O -3.1329 -0.2403 -1.1888 1.14 -0.24 -0.09
H -4.1892 0.5183 -2.7472 0.20 0.35 -0.51
H -4.5684 1.1847 -1.2135 0.02 0.52 0.19
H -2.0667 2.1276 -1.2366 -0.20 -0.04 0.37
H -3.3665 2.9191 -2.1665 0.14 0.17 -0.18
H -1.5478 1.0217 -3.0350 0.60 -0.34 -0.71
H -3.7956 -0.7854 -0.7584 -0.04 0.04 0.12
C -0.1360 1.0672 -6.1754 -0.14 -0.18 1.00
C 1.0361 1.1739 -5.1869 0.16 1.58 -0.98
O 2.2500 0.7631 -5.7886 -0.22 -0.38 -0.17
O -0.2860 -0.2901 -6.4961 -0.22 -1.35 -0.17
H -0.0425 1.5571 -7.1446 0.69 0.85 0.36
H -1.0472 1.4137 -5.6877 -0.05 0.32 0.17
H 0.9383 0.6483 -4.2370 -0.74 -0.13 -0.06
H 1.1602 2.2362 -4.9766 -0.05 0.00 0.32
H 1.9947 -0.0996 -6.1233 0.53 -0.39 -0.37
H -0.9970 -0.3295 -7.1400 0.02 -0.37 -0.05
C 0.8492 3.6116 -1.3211 0.08 -2.94 -2.55
O 1.1331 2.8738 -2.2747 -0.49 0.70 -0.20
N -0.3276 4.0952 -1.0010 -2.70 1.41 -0.44
N 1.6639 3.7454 -0.3230 2.78 0.85 2.66
H -0.3358 4.6751 -0.1741 -0.89 -0.08 -0.43
H -1.0988 4.0501 -1.6516 0.19 0.26 0.16
H 2.5499 3.2619 -0.3599 0.20 0.67 0.27
H 1.4295 4.5225 0.2779 1.18 -0.44 0.51
C 0.1464 0.0521 -0.0263 -0.43 -1.74 -0.51
O -0.2146 -1.0977 0.2870 0.18 0.21 0.70
N 0.1667 0.4308 -1.2556 -1.01 -0.48 -4.26
N 0.6234 0.9760 0.7452 1.00 1.43 3.79
H -0.2666 -0.2387 -1.8753 0.25 -0.12 -0.46
H 0.5591 1.2654 -1.6674 0.12 0.25 0.19
H 0.9035 1.8597 0.3445 0.05 -0.09 0.67
H 0.7040 0.7364 1.7231 0.17 0.54 -0.08
C 2.3748 -3.0440 1.3887 0.44 -2.68 3.95
O 3.2593 -3.7868 1.7499 1.36 -1.90 0.52
N 1.2269 -2.9101 2.0208 -2.49 -0.07 1.37
N 2.5398 -2.2305 0.4463 1.44 4.27 -5.63
H 0.5738 -2.2748 1.5850 -0.58 -0.24 0.40
H 0.9569 -3.6013 2.7059 0.03 0.33 -0.24
H 3.4217 -2.3241 -0.0369 -0.30 0.39 -0.05
H 1.8531 -1.5279 0.2121 0.21 -0.31 -0.28
C -2.9521 -3.2008 1.8883 -0.21 2.50 0.68
O -3.7083 -3.4185 2.7545 -3.78 -1.64 5.09
N -2.7872 -4.0089 0.9297 1.72 -4.24 -5.19
N -2.4119 -2.0120 1.7794 2.13 3.48 -0.20
H -3.2105 -4.9247 0.9764 0.14 0.35 0.05
H -2.1065 -3.8144 0.2093 -0.20 -0.18 -0.13
H -2.4569 -1.4350 2.6071 -0.07 -0.22 -0.01
H -1.6089 -1.8118 1.2004 -0.09 -0.01 -0.21
```
Forces are in eV/Å.

## Properties
* F_max: 7.21 eV/A
* LUMO energy: -0.06 eV
* ΔE to the lowest compared entry with this formula, charge and spin: 71.2 kcal/mol
* calculated total energy: -2052.41674 a.u.
* orbital gap: 8.8 eV

Mulliken population analysis, charges in e, atoms 1 to 2: number 1, C, carries -0.25; number 2, C, carries -0.48

# 3
Entry from the OMol25 dataset: a 9-piece molecular cluster, C14H46O14 overall (ωB97M-V/def2-TZVPD).

Structure (XYZ):
```
74
Properties=species:S:1:pos:R:3:forces:R:3
C -2.1616 0.5770 4.0849 -0.74 1.40 -0.30
O -1.9459 -0.6424 3.4275 -0.42 0.00 -0.09
H -3.2171 0.7856 4.3777 0.44 -0.33 -0.56
H -1.6272 0.6224 5.0042 0.67 -0.33 0.72
H -1.7700 1.4150 3.4765 -0.35 -0.15 0.18
H -2.4957 -0.6497 2.6072 0.25 -0.60 0.31
C 1.5053 -2.4326 -0.7893 -0.29 -0.10 -1.22
O 1.9517 -3.4049 0.1462 -0.30 0.79 -0.84
H 1.7332 -1.3913 -0.5819 0.48 0.21 0.75
H 2.0481 -2.6198 -1.7410 -0.57 -0.18 0.41
H 0.3914 -2.3745 -0.9872 0.92 -0.73 0.21
H 1.4638 -3.2149 0.9520 -0.24 -0.01 0.45
C 4.1562 0.3181 3.7357 -1.11 0.16 0.17
O 3.2522 -0.6390 4.2563 -0.14 -0.10 -0.35
H 5.1227 -0.1103 3.7865 1.04 -0.39 -0.06
H 3.9354 0.5948 2.6880 0.06 0.00 0.39
H 4.1227 1.1750 4.4025 0.24 0.55 -0.25
H 2.3594 -0.2693 4.1963 -0.11 -0.36 0.10
C 0.8095 1.1585 1.1105 -0.89 0.69 -1.86
O 0.8228 2.2835 0.1551 0.12 -0.64 0.90
H 1.6512 1.2646 1.7804 -0.08 0.05 0.24
H -0.1742 1.1090 1.5908 0.39 0.17 0.45
H 0.8782 0.2311 0.5364 0.31 -0.08 0.19
H -0.0736 2.3484 -0.2406 0.53 -0.29 0.11
C 1.0244 -3.1739 3.5063 0.22 1.37 0.36
C 0.6152 -2.3446 4.7695 0.81 -0.38 -0.06
O 0.4850 -0.9659 4.4871 -0.28 -0.08 0.03
O 0.4318 -2.5931 2.3092 1.02 -0.61 0.85
H 0.6654 -4.1839 3.6465 0.09 -0.45 -0.07
H 2.1161 -3.1494 3.3979 -0.38 0.00 -0.28
H 1.3992 -2.4939 5.5927 -1.27 0.16 -1.09
H -0.3765 -2.7039 5.0558 0.10 -0.19 0.52
H -0.4003 -0.8872 4.0517 0.87 0.13 0.00
H -0.5032 -2.6549 2.4602 -0.89 0.13 -0.20
C -4.1199 -1.9438 -0.7466 -0.22 1.29 -0.06
C -3.1312 -2.2039 0.3565 0.92 2.09 -0.42
O -3.5510 -1.3088 1.4353 0.68 -1.17 0.04
O -4.0475 -0.5056 -0.8601 -1.42 0.05 -0.23
H -5.1314 -2.1386 -0.3712 0.13 -0.21 -0.22
H -3.9726 -2.4293 -1.7194 0.25 -0.05 0.41
H -2.0970 -1.9116 -0.0363 -1.18 -0.50 0.72
H -3.1532 -3.1733 0.7478 0.12 -1.53 0.54
H -3.9351 -0.5572 0.9826 -0.12 0.50 -0.48
H -3.4235 -0.2393 -1.5466 0.37 -0.38 -0.21
C -0.1186 -0.2206 -3.9101 0.37 0.03 1.81
C -1.6400 -0.3980 -3.7304 0.88 -0.68 -0.85
O -1.9335 -0.5273 -2.3580 -0.23 -0.13 -0.08
O 0.1396 1.0638 -3.2598 -0.71 -0.88 -0.97
H 0.1921 -0.2980 -4.9351 -0.05 0.65 -0.80
H 0.5058 -1.0267 -3.4141 -1.01 0.67 -0.07
H -1.9793 -1.3673 -4.1680 0.24 0.86 -0.05
H -2.1388 0.4706 -4.2460 0.24 -0.74 0.68
H -1.3805 0.0726 -1.8481 0.13 0.54 -0.03
H 1.0614 1.2524 -3.0502 0.56 -0.23 -0.04
C -2.1123 4.4500 -1.6943 -0.31 0.60 -1.00
C -2.4629 3.0921 -1.1907 -1.39 -1.15 0.56
O -1.4402 2.1163 -1.3452 0.06 0.73 -0.15
O -1.5756 4.1964 -2.9982 -0.23 0.52 -0.32
H -1.3140 4.9222 -1.1212 -0.21 0.07 0.43
H -3.0412 5.1129 -1.7388 1.16 -0.79 0.17
H -3.4354 2.7128 -1.5849 0.74 0.28 -0.53
H -2.6979 3.1160 -0.1446 0.17 0.31 0.85
H -0.9367 2.3078 -2.1624 -0.30 -0.28 0.01
H -1.2729 5.0300 -3.3798 -0.02 -0.23 0.04
C 3.6280 0.8016 -2.5949 2.25 -1.27 0.13
C 3.7205 0.4506 -4.0404 0.03 -0.70 -1.22
O 4.2748 1.4298 -4.9192 0.21 -1.12 0.40
O 2.6922 1.8136 -2.4246 -0.33 0.45 -0.28
H 4.7046 1.0208 -2.3028 -1.30 0.43 0.18
H 3.4033 -0.1781 -2.1158 -0.35 0.69 0.24
H 2.7481 0.0806 -4.3978 -0.13 0.39 -0.11
H 4.3649 -0.4270 -4.1364 0.15 0.13 0.11
H 3.8287 2.2444 -4.7614 -0.58 1.03 0.16
H 2.5824 2.1136 -1.5202 -0.08 -0.09 0.51
```
Forces are in eV/Å.

## Properties
* F_max: 2.59 eV/A
* LUMO energy: 0.44 eV
* ΔE to the lowest compared entry with this formula, charge and spin: 15.8 kcal/mol
* calculated total energy: -1614.20727 a.u.
* orbital gap: 10.1 eV

Mulliken population analysis, charges in e, atoms 1 to 2: number 1, C, carries -0.84; number 2, O, carries -0.55

# 4
Entry from the OMol25 dataset: a 9-piece molecular cluster, C14H47BF4N3O8 overall (ωB97M-V/def2-TZVPD).

Structure (XYZ):
```
77
Properties=species:S:1:pos:R:3:forces:R:3
B -15.8946 1.2552 17.7000 -0.21 -0.57 0.36
F -15.6672 1.0296 19.0865 -0.06 0.15 -0.25
F -15.2580 0.2424 16.9694 0.12 0.21 -0.09
F -17.2785 1.1913 17.4679 0.14 0.19 0.04
F -15.3744 2.5203 17.3519 -0.13 -0.01 0.04
C -21.7297 1.7802 19.6141 -0.38 -0.85 -0.05
C -20.5982 0.8360 19.2666 0.35 0.02 -0.34
O -21.0679 -0.3522 18.6343 -0.22 0.04 0.06
H -22.2563 2.0450 18.6927 0.11 0.37 0.06
H -21.3829 2.6492 20.1686 -0.04 0.14 -0.12
H -22.4575 1.2096 20.2002 0.05 0.23 0.20
H -20.0645 0.4992 20.1534 0.03 0.05 0.02
H -19.8844 1.3329 18.5982 0.13 0.00 0.20
H -21.5071 -0.0883 17.8196 0.03 -0.04 -0.05
O -14.3708 4.6209 15.5727 0.11 0.11 0.06
H -14.4955 4.1911 14.7214 -0.04 -0.08 -0.01
H -14.8888 4.0714 16.1757 -0.08 -0.02 0.00
O -17.5518 -0.8268 20.0469 -0.29 -0.21 0.23
H -17.7236 0.0505 19.6912 0.13 0.05 -0.11
H -16.8630 -1.1727 19.4737 0.09 0.10 -0.04
O -13.7263 1.7351 15.0349 0.16 -0.04 -0.08
H -14.2248 1.2736 15.7236 -0.06 -0.16 -0.08
H -13.2888 2.4425 15.5188 -0.01 0.10 -0.03
O -13.3553 2.3524 19.6543 0.19 0.29 0.13
H -14.2088 1.8985 19.6291 0.00 -0.16 -0.05
H -13.4049 2.9441 18.8971 0.00 -0.04 -0.03
C -19.6977 2.1456 15.1084 -0.80 -0.30 0.05
C -19.5342 3.5515 15.6581 0.59 0.24 -0.35
C -20.6091 3.8990 16.6506 -0.75 -0.67 0.82
O -21.8893 3.5551 16.1144 0.26 0.05 -0.66
C -22.9061 4.2312 16.7624 -0.67 1.32 0.16
N -18.1856 3.7282 16.2511 -0.41 -0.52 0.41
H -20.6553 2.0332 14.5907 0.15 0.16 -0.13
H -19.7354 1.4009 15.9104 0.35 0.08 0.06
H -18.8945 1.9011 14.4155 0.09 -0.02 0.05
H -19.6113 4.2550 14.8197 -0.10 -0.03 0.02
H -20.6018 4.9423 16.9886 0.16 0.10 -0.38
H -20.5199 3.2965 17.5717 0.43 0.08 -0.10
H -22.8714 4.0665 17.8446 -0.20 -0.01 0.02
H -23.8971 4.0097 16.3597 0.20 -0.76 0.03
H -22.8595 5.3230 16.5759 0.41 -0.13 0.27
H -17.7278 2.8289 16.1201 0.35 0.24 -0.21
H -18.2788 3.6926 17.2676 -0.09 0.33 -0.05
C -15.8960 5.6264 19.0113 -0.38 0.16 -1.07
C -16.8303 5.2152 20.1384 0.46 0.84 0.37
C -17.1746 3.7428 20.0614 0.28 -0.32 0.28
O -18.4818 3.4393 20.5372 0.21 -0.20 -0.38
C -18.5476 3.3033 21.9366 0.00 0.04 -0.13
N -16.2677 5.6406 21.4557 0.08 -0.41 -0.17
H -14.8521 5.3276 19.1152 -0.06 -0.21 0.24
H -15.9177 6.6990 18.7981 0.08 0.05 0.47
H -16.2779 5.1976 18.0753 0.21 -0.09 0.11
H -17.7549 5.7836 19.9919 -0.11 -0.17 0.00
H -16.4360 3.1584 20.6302 -0.02 0.02 -0.04
H -17.0692 3.4040 19.0328 -0.45 -0.09 -0.03
H -18.4000 4.2704 22.4281 -0.15 -0.03 0.15
H -17.7951 2.5969 22.3089 0.00 -0.01 -0.05
H -19.5360 2.9060 22.1605 -0.03 0.09 0.15
H -16.3539 4.8630 22.1025 -0.13 0.14 0.11
H -15.2608 5.7360 21.3559 -0.05 0.12 -0.09
C -14.4425 -3.1423 17.8546 -0.41 -0.02 0.58
C -13.9873 -4.5014 17.3620 0.36 0.04 0.08
C -12.9991 -4.3460 16.2144 0.33 -0.13 0.20
O -13.6871 -3.8834 15.0874 -0.18 -0.03 -0.27
C -12.8659 -3.2311 14.1653 0.73 0.28 -0.44
N -13.4052 -5.2197 18.4986 -0.21 -0.15 -0.09
H -15.1285 -2.6069 17.2040 0.16 -0.08 -0.27
H -13.5771 -2.5053 18.0522 -0.01 0.05 -0.08
H -14.9585 -3.2878 18.8093 -0.01 0.07 -0.05
H -14.8241 -5.1000 16.9923 -0.10 0.13 -0.02
H -12.4878 -5.3058 16.0181 -0.16 0.01 -0.15
H -12.2038 -3.6351 16.4860 -0.09 0.04 0.15
H -12.0674 -3.8697 13.7468 -0.25 -0.20 0.15
H -12.3401 -2.3702 14.6039 -0.26 -0.01 0.10
H -13.4662 -2.8783 13.3293 -0.17 -0.02 0.12
H -12.8334 -5.9988 18.2000 0.11 0.05 0.08
H -12.8756 -4.6074 19.1033 0.15 0.01 -0.09
```
Forces are in eV/Å.

## Properties
* F_max: 1.48 eV/A
* LUMO energy: 2.65 eV
* net charge: -1
* calculated total energy: -1752.39106 a.u.
* orbital gap: 9.7 eV

Mulliken population analysis, charges in e, atoms 1 to 2: number 1, B, carries 0.85; number 2, F, carries -0.50